# 1
The following is a quantum chemistry calculation of 3 unconnected molecules or ions with the total composition C3H5O2S5 at a distorted geometry, from OMol25.

XYZ file:
```
15
Properties=species:S:1:pos:R:3
C 1.40 -1.57 1.10
C -0.79 0.42 -0.21
C -2.12 0.20 -0.28
O 1.20 -0.69 1.83
O 1.73 -2.58 0.65
S 0.37 -0.58 -0.99
S -0.26 1.90 0.63
S -2.79 -1.16 -1.20
S -3.31 1.28 0.46
S 3.61 0.67 -0.43
H -1.55 -1.54 -1.55
H 0.88 1.38 1.08
H 3.40 1.75 -1.17
H -4.16 0.31 0.80
H 2.38 0.19 -0.72
```

Kohn-Sham gap = 6.6676 eV
spin multiplicity = 1
energy above the lowest of the compared OMol25 structures with the same formula, charge and spin = 0.0 kcal/mol
total charge = -1
calculated total energy = -2258.80960 Ha



# 2
The following is a quantum chemistry calculation of 2 unconnected molecules or ions with the total composition C3H6O2 at a distorted geometry, from OMol25.

XYZ file:
```
11
Properties=species:S:1:pos:R:3
O 1.71 1.54 -0.51
C -1.58 0.35 0.54
O -2.61 0.30 1.16
C -0.89 -0.83 0.02
C 0.49 -0.79 -0.24
H -1.08 1.30 0.30
H 0.78 0.30 -0.45
H -1.35 -1.79 -0.08
H 0.89 -1.42 -1.03
H 1.11 -0.95 0.64
H 2.55 1.99 -0.35
```

Kohn-Sham gap = 4.8619 eV
spin multiplicity = 1
energy above the lowest of the compared OMol25 structures with the same formula, charge and spin = 151.9 kcal/mol
total charge = 0
calculated total energy = -268.16321 Ha



# 3
The following is a quantum chemistry calculation of a molecular structure, C39H61F9N6O5SSi2 at a distorted geometry, from OMol25.

XYZ file:
```
123
Properties=species:S:1:pos:R:3
C -1.38 -2.92 3.29
C -1.15 -4.23 2.79
C -1.00 -4.66 1.27
Si -0.61 -3.25 0.04
C -2.16 -2.30 -0.60
C -3.39 -2.30 0.42
C -3.61 -0.88 1.15
F -2.30 -0.46 1.47
F -4.33 -1.21 2.33
C -4.39 0.12 0.20
F -5.41 -0.47 -0.56
F -3.46 0.59 -0.76
S -5.12 1.64 1.03
F -4.07 1.62 2.31
F -4.01 2.61 0.22
F -6.13 1.83 -0.28
F -6.31 0.78 1.82
F -5.79 3.06 1.67
C 0.68 -2.01 0.80
C 1.69 -2.72 1.81
O 2.23 -3.78 1.44
N 1.88 -2.07 3.10
C 2.87 -0.95 3.06
C 2.15 -3.04 4.20
O 0.25 -4.02 -1.28
Si 0.39 -2.96 -2.64
C 2.09 -3.33 -3.51
O 2.83 -2.11 -3.79
C 4.11 -2.52 -4.36
C 4.68 -1.31 -5.29
O 3.69 -0.27 -5.25
C 4.22 1.01 -5.67
C 3.55 1.33 -7.11
C -0.95 -3.22 -3.99
C -1.64 -1.88 -4.53
C -0.75 -0.57 -4.40
O -2.99 -1.70 -3.99
H -0.71 -2.02 3.17
H -2.32 -2.78 3.94
H -1.09 -5.07 3.56
H -0.14 -5.42 1.23
H -1.94 -5.21 0.91
H -2.56 -2.73 -1.59
H -1.78 -1.25 -0.87
H -3.25 -3.04 1.28
H -4.31 -2.66 -0.14
H 1.32 -1.51 0.00
H 0.17 -1.15 1.36
H 2.28 0.01 3.30
H 3.29 -0.81 2.02
H 3.66 -1.03 3.87
H 3.26 -3.10 4.49
H 1.69 -4.05 4.01
H 1.63 -2.63 5.14
H 0.49 -1.59 -2.14
H 1.87 -3.81 -4.53
H 2.73 -4.01 -2.85
H 4.84 -2.79 -3.52
H 3.93 -3.39 -5.07
H 5.71 -0.95 -4.92
H 4.81 -1.69 -6.36
H 5.36 1.00 -5.79
H 3.90 1.77 -4.88
H 2.47 0.95 -7.10
H 3.57 2.47 -7.23
H 4.09 0.78 -7.94
H -0.46 -3.72 -4.90
H -1.79 -3.93 -3.67
H -1.80 -2.04 -5.66
H 0.29 -0.71 -4.85
H -0.73 -0.12 -3.35
H -1.25 0.23 -5.06
H -3.45 -2.50 -4.31
N 4.73 1.28 5.58
C 4.03 0.61 6.55
C 4.94 0.11 7.45
C 6.23 0.48 7.00
C 6.07 1.21 5.85
H 4.32 1.74 4.78
H 2.95 0.56 6.52
H 4.70 -0.47 8.33
H 7.17 0.25 7.48
H 6.79 1.68 5.20
N -7.85 2.47 3.75
C -9.07 2.83 3.24
C -10.03 2.53 4.18
C -9.36 1.98 5.30
C -8.02 1.96 5.01
H -6.97 2.57 3.27
H -9.15 3.26 2.25
H -11.09 2.70 4.07
H -9.81 1.65 6.22
H -7.17 1.63 5.58
N -2.59 4.61 1.85
C -2.54 5.70 1.02
C -1.77 6.66 1.62
C -1.32 6.12 2.86
C -1.85 4.86 2.97
H -3.09 3.75 1.67
H -3.07 5.69 0.07
H -1.54 7.63 1.22
H -0.69 6.61 3.59
H -1.75 4.11 3.74
N -1.24 1.91 5.42
C -0.65 0.81 5.97
C 0.26 1.24 6.91
C 0.21 2.66 6.92
C -0.73 3.04 5.99
H -1.94 1.90 4.70
H -0.92 -0.19 5.65
H 0.88 0.60 7.51
H 0.79 3.32 7.55
H -1.07 4.02 5.70
N 6.58 0.21 -10.06
C 6.07 -0.19 -11.27
C 5.59 0.91 -11.92
C 5.83 2.03 -11.08
C 6.44 1.57 -9.94
H 7.00 -0.39 -9.37
H 6.09 -1.23 -11.55
H 5.13 0.92 -12.89
H 5.57 3.06 -11.29
H 6.79 2.09 -9.06
```

Kohn-Sham gap = 6.2840 eV
spin multiplicity = 1
total charge = 0
calculated total energy = -4103.07374 Ha



Please write out number 2 again, unchanged.
The following is a quantum chemistry calculation of 2 unconnected molecules or ions with the total composition C3H6O2 at a distorted geometry, from OMol25.

XYZ file:
```
11
Properties=species:S:1:pos:R:3
O 1.71 1.54 -0.51
C -1.58 0.35 0.54
O -2.61 0.30 1.16
C -0.89 -0.83 0.02
C 0.49 -0.79 -0.24
H -1.08 1.30 0.30
H 0.78 0.30 -0.45
H -1.35 -1.79 -0.08
H 0.89 -1.42 -1.03
H 1.11 -0.95 0.64
H 2.55 1.99 -0.35
```

Kohn-Sham gap = 4.8619 eV
spin multiplicity = 1
energy above the lowest of the compared OMol25 structures with the same formula, charge and spin = 151.9 kcal/mol
total charge = 0
calculated total energy = -268.16321 Ha